# 1
{"formula": "C10H22", "method": "ωB97M-V/def2-TZVPD", "elements": ["C", "C", "C", "C", "C", "C", "C", "C", "C", "C", "H", "H", "H", "H", "H", "H", "H", "H", "H", "H", "H", "H", "H", "H", "H", "H", "H", "H", "H", "H", "H", "H"], "coordinates": [[-3.4821, 0.6885, 0.7088], [-4.6774, 1.1709, -0.0305], [-5.2511, -0.0159, -0.8832], [-4.1729, -1.0903, -0.5606], [-3.6051, -0.9108, 0.8686], [3.7374, 0.0718, 0.0656], [2.6859, -0.3170, -1.0548], [3.6811, 1.5914, 0.0317], [5.2249, -0.4871, -0.6078], [3.4086, -0.6158, 1.3168], [-2.3989, 0.9525, 0.3812], [-3.6065, 1.1321, 1.7232], [-4.4875, 2.2416, -0.4104], [-5.5360, 1.4105, 0.7550], [-5.1223, 0.3942, -1.9700], [-6.3417, -0.2280, -0.5247], [-3.3274, -1.1602, -1.1174], [-4.5896, -2.1737, -0.6048], [-2.5476, -1.3534, 0.9670], [-4.3360, -1.2676, 1.6450], [1.7294, 0.1786, -0.9283], [3.3093, -0.0762, -2.0124], [2.3881, -1.4171, -0.9191], [4.2053, 2.2993, 0.7498], [3.8652, 1.7580, -1.0163], [2.5417, 1.9949, 0.1166], [6.0274, -0.8972, 0.4338], [5.6258, 0.3537, -1.2997], [4.8999, -1.5440, -1.0985], [3.9573, -1.6563, 1.5086], [3.9598, -0.2610, 2.1563], [2.2351, -0.7666, 1.6101]], "forces_ev_per_a": [[1.95, -0.73, 3.40], [-2.64, 2.19, 1.32], [1.12, 1.71, -1.00], [-3.60, -3.92, 2.20], [0.37, 1.81, -1.04], [0.90, -0.74, -2.67], [1.81, -1.49, -0.09], [-2.63, 1.81, 0.93], [-0.94, -1.73, 3.10], [-0.90, -3.59, 2.79], [-2.07, -0.33, -0.02], [0.75, -0.12, -0.45], [-0.38, -1.87, -0.40], [1.81, -0.47, -1.21], [-0.96, -1.46, 1.61], [2.16, 0.06, -1.15], [2.11, 0.57, -2.54], [0.31, 1.63, -0.27], [-1.86, 0.37, 0.08], [0.95, 0.56, -0.51], [0.13, 0.65, -0.31], [-2.08, -0.67, 1.14], [0.94, 1.26, -0.71], [0.06, -1.40, -0.97], [0.61, 1.05, -0.26], [2.34, -1.20, 0.06], [-2.25, 1.77, -3.52], [-0.31, -1.91, 1.18], [1.16, 2.75, 0.74], [-1.63, 1.27, -1.53], [-0.14, 1.60, 0.97], [2.93, 0.58, -0.85]], "homo_energy_ev": -10.33, "multiplicity": 1, "largest_force_ev_per_a": 5.762, "energy_ha": -394.02842, "homo_lumo_gap_ev": 10.97}

***

# 2
{"formula": "C10H22AlCl2O3P", "method": "ωB97M-V/def2-TZVPD", "elements": ["C", "C", "H", "H", "H", "O", "Cl", "Al", "P", "C", "C", "H", "H", "H", "C", "H", "H", "H", "H", "H", "H", "C", "O", "Cl", "C", "C", "O", "C", "C", "H", "H", "H", "H", "H", "H", "H", "H", "H", "H"], "coordinates": [[-0.1451, -4.4299, -4.5723], [0.1142, -3.5146, -3.4176], [-1.2260, -4.5613, -4.6666], [0.3343, -5.4023, -4.4022], [0.2481, -3.9647, -5.4881], [-0.6887, -2.8521, -2.7962], [1.8307, -3.4498, -2.9920], [0.4372, 0.0351, -0.1167], [0.0835, 1.6764, -1.7246], [-1.3383, 2.8135, -1.6847], [1.5225, 2.7839, -1.6578], [0.8127, 0.2487, -3.5464], [0.1900, 1.8247, -4.1239], [-0.9530, 0.5364, -3.5985], [0.0259, 1.0026, -3.4121], [2.4469, 2.1931, -1.7071], [1.4795, 3.4572, -2.5237], [-1.2176, 3.5676, -2.4778], [-1.3831, 3.3389, -0.7206], [1.4982, 3.3706, -0.7273], [-2.2831, 2.2744, -1.8413], [-1.7067, -0.0153, -0.0013], [-2.8522, 0.0629, 0.1461], [2.2190, -1.0445, -0.4985], [0.1164, 1.8337, 3.5374], [1.0325, 1.6782, 2.3448], [0.7718, 0.3566, 1.7247], [1.1499, -0.7816, 2.6331], [2.5419, -0.6032, 3.1817], [-0.9241, 1.5803, 3.3032], [0.1146, 2.8777, 3.8564], [0.4523, 1.2030, 4.3697], [0.8634, 2.4417, 1.5709], [2.0968, 1.6772, 2.6184], [0.3621, -0.8148, 3.3913], [1.1056, -1.6787, 2.0109], [2.5795, 0.2456, 3.8666], [2.8018, -1.5096, 3.7323], [3.2934, -0.4766, 2.3967]], "forces_ev_per_a": [[-0.45, 0.00, 0.10], [-0.95, 0.62, 0.62], [0.17, 0.02, -0.06], [0.00, 0.35, -0.14], [0.02, -0.24, 0.27], [1.14, -0.66, -0.77], [0.06, 0.07, 0.02], [1.73, -0.40, 1.17], [0.36, 1.65, -1.42], [-0.31, -0.10, 0.58], [0.17, -0.15, 0.08], [-0.19, 0.15, -0.03], [-0.10, -0.16, 0.27], [0.31, 0.12, 0.03], [0.13, -0.53, 0.05], [-0.16, 0.21, 0.04], [0.02, -0.10, 0.24], [0.06, -0.35, 0.17], [-0.04, -0.10, -0.24], [0.09, -0.13, -0.32], [0.23, 0.19, -0.01], [-5.79, -0.65, 1.38], [5.40, -0.19, -0.89], [-1.09, 0.30, -0.24], [0.02, 0.15, 0.13], [-0.16, 0.11, 0.13], [-0.38, 0.06, -1.00], [0.03, -0.31, -0.16], [-0.04, 0.07, 0.12], [0.20, -0.01, -0.08], [0.13, -0.10, 0.12], [-0.14, 0.30, -0.12], [-0.04, -0.34, 0.12], [-0.47, 0.23, -0.23], [0.26, -0.05, -0.12], [-0.15, 0.16, 0.02], [0.21, -0.28, 0.11], [-0.06, 0.08, 0.06], [-0.20, -0.01, 0.03]], "homo_energy_ev": -15.84, "multiplicity": 1, "charge": 2, "largest_force_ev_per_a": 5.988, "energy_ha": -2123.63380, "homo_lumo_gap_ev": 7.24}